# 1
C3H3ClF2 | wB97M-V/def2-TZVPD

Summary:
Lowest unoccupied orbital energy in eV: 0.950
SMILES: F[C@@H]1[C@H](F)[C@H]1Cl
E in eV: -21115.1289
Relative energy (zero: lowest compared OMol25 entry of this formula, charge and spin) in eV: 1.427
F_max in eV/Å: 3.63
E_HOMO in eV: -10.19

Each line ends with the natural charge from an NBO analysis.
Positions of all 9 atoms, in Å:
C  0.356  0.732  0.323  0.164
C  -0.649  -0.110  -0.528  -0.349
F  1.321  1.479  -0.282  -0.320
H  -0.048  -1.296  1.174  0.195
H  -0.396  -0.102  -1.603  0.251
C  0.358  -0.755  0.279  0.160
H  -0.171  1.348  1.027  0.189
F  1.526  -1.300  -0.269  -0.324
Cl  -2.297  0.004  -0.122  0.033


# 2
C5H14N5O4S | wB97M-V/def2-TZVPD

Summary:
Lowest unoccupied orbital energy in eV: -2.803
SMILES: CC(=O)N(NS(C)(=O)=O)C(=O)N(N)C[NH3+]
E in eV: -31879.9824
Relative energy (zero: lowest compared OMol25 entry of this formula, charge and spin) in eV: 0.000
F_max in eV/Å: 1.06
Net charge: +1
E_HOMO in eV: -13.63

Each line ends with the natural charge from an NBO analysis.
Positions of all 29 atoms, in Å:
C  -2.987  0.829  -0.774  -0.850
O  0.740  -2.901  0.191  -0.560
C  2.641  1.203  0.963  -0.050
N  -0.302  -1.023  0.860  -0.365
S  -1.658  1.126  0.387  2.283
C  0.753  -0.158  1.258  0.802
C  -1.634  -3.068  0.546  -0.729
H  -2.669  0.043  -1.449  0.255
N  2.694  -0.737  -0.340  -0.641
H  2.049  -1.089  -1.046  0.381
H  3.164  -1.558  0.045  0.386
H  -3.187  1.748  -1.312  0.270
H  -2.450  -2.389  0.319  0.247
H  2.437  2.222  -0.858  0.436
O  -0.430  1.352  -0.376  -1.000
H  3.704  1.098  0.738  0.240
H  2.479  1.484  2.007  0.257
N  1.999  -0.053  0.681  -0.310
H  -1.627  -3.917  -0.136  0.263
H  0.983  2.025  -0.026  0.484
C  -0.309  -2.394  0.492  0.714
O  0.463  0.663  2.110  -0.637
H  2.125  3.198  0.468  0.441
O  -2.011  2.120  1.333  -0.883
H  -1.774  -3.453  1.560  0.263
H  -1.689  -0.289  2.140  0.420
N  2.028  2.255  0.082  -0.721
N  -1.534  -0.417  1.139  -0.659
H  -3.857  0.529  -0.201  0.265


# 3
C16H40BClFNO8PS4 | wB97M-V/def2-TZVPD

Summary:
Lowest unoccupied orbital energy in eV: 2.147
E in eV: -103657.8160
F_max in eV/Å: 2.63
Net charge: -1
E_HOMO in eV: -4.92

Each line ends with the Mulliken charge.
Positions of all 73 atoms, in Å:
C  0.099  -1.333  5.252  -0.996
H  -4.686  5.778  -5.506  0.329
H  -0.470  -8.660  -1.709  0.294
H  2.309  0.179  -1.119  0.264
C  -0.220  -5.926  -2.312  -0.862
O  -2.094  1.493  -2.709  -0.465
H  5.933  -1.731  6.493  0.319
C  5.494  -0.917  5.920  -0.951
H  1.279  -8.312  -1.875  0.350
H  3.516  8.071  -3.201  0.321
N  -1.100  -1.089  3.113  0.067
O  3.031  -1.862  6.129  -0.559
H  -0.468  -4.872  -2.203  0.228
H  3.691  6.387  -3.752  0.294
C  -0.309  -2.203  0.450  -0.662
H  0.769  0.540  -2.797  0.281
H  0.827  -1.668  4.527  0.293
S  -4.972  3.589  -4.579  0.544
O  -1.133  -6.572  0.088  -0.597
O  0.900  0.183  0.308  -0.503
H  4.052  1.502  5.517  0.410
H  0.662  -6.032  -2.945  0.369
H  -2.109  0.525  -2.569  0.326
S  2.016  6.629  -2.053  0.472
C  1.425  0.705  -0.773  0.002
H  -0.147  -2.193  5.858  0.321
O  -0.399  -0.540  -1.507  -0.912
C  -2.479  -2.706  1.783  -0.742
H  -2.316  -2.093  -0.320  0.322
H  -3.153  -1.466  3.364  0.545
H  -0.751  -0.243  2.663  0.058
C  -1.795  -2.683  0.428  -0.309
H  1.574  4.425  -1.256  0.095
C  -3.257  3.366  -5.053  -0.539
P  -0.780  2.147  -1.994  0.220
H  -2.140  -3.524  2.409  0.299
H  4.392  6.900  -2.187  0.338
H  -1.289  -0.054  0.460  -0.350
H  2.367  0.932  5.507  0.282
H  5.474  -1.180  4.862  0.306
H  -2.843  2.547  -4.465  0.001
C  0.419  -8.279  -1.205  -0.982
H  -1.803  -3.712  0.052  0.036
F  1.746  2.059  -0.649  -0.264
H  0.262  -2.788  -0.279  0.184
H  -5.114  4.575  -6.762  0.280
H  0.561  -0.553  5.830  0.193
C  3.403  0.643  5.343  -0.875
O  -1.927  -0.186  5.077  -0.599
H  -3.201  3.129  -6.116  0.341
S  0.137  -6.580  -0.676  0.568
B  -0.314  -0.644  -0.011  1.193
H  2.629  4.398  -2.684  0.323
H  -6.361  5.193  -5.650  0.325
Cl  -1.351  2.834  -0.101  -0.303
H  0.623  -8.877  -0.320  0.327
C  2.419  4.907  -1.744  -0.727
O  -5.723  2.396  -5.055  -0.637
H  6.075  -0.007  6.074  0.357
H  3.522  0.276  4.324  0.265
O  0.949  6.666  -3.086  -0.607
C  -1.099  -0.807  4.506  0.541
H  -2.794  -0.615  1.921  0.223
H  -1.066  -6.462  -2.745  0.315
C  -2.424  -1.399  2.564  -0.804
H  -3.538  -2.891  1.605  0.388
C  -5.312  4.918  -5.746  -0.922
H  3.286  4.857  -1.084  0.401
H  0.167  -2.350  1.408  0.326
H  -2.699  4.278  -4.836  0.336
S  3.813  -0.662  6.512  0.471
C  3.563  7.032  -2.883  -0.932
C  0.253  0.613  -1.830  -0.245


# 4
C30H68F12N4O16S4 | wB97M-V/def2-TZVPD

Summary:
Lowest unoccupied orbital energy in eV: -1.014
E in eV: -146876.1514
F_max in eV/Å: 4.07
E_HOMO in eV: -7.98

Each line ends with the Mulliken charge.
Positions of all 134 atoms, in Å:
H  23.448  18.626  14.063  0.387
F  13.077  15.796  5.467  -0.191
C  13.328  20.360  13.573  -0.450
H  10.947  13.105  13.275  0.579
C  17.979  12.897  10.668  -0.795
H  13.904  20.721  14.425  0.530
H  18.568  15.392  9.896  0.329
H  8.723  11.989  8.922  0.412
H  21.342  19.800  13.647  0.379
C  10.740  15.394  11.611  -0.185
F  20.063  19.390  6.587  -0.223
F  18.612  13.784  13.820  -0.247
H  18.071  12.747  11.744  0.298
O  19.144  16.629  14.037  -0.639
H  12.302  19.213  9.847  0.524
F  14.755  14.717  6.335  -0.216
S  12.575  15.099  8.028  1.374
C  12.719  19.292  10.851  -0.517
H  8.369  13.262  12.929  0.381
C  22.836  17.877  13.560  -0.806
H  16.714  16.838  12.030  0.280
H  11.205  20.102  13.288  0.316
O  16.353  17.157  10.019  -0.276
S  14.614  9.956  10.586  1.104
C  17.201  16.789  11.055  -1.147
O  14.850  10.519  11.928  -0.644
O  13.279  9.289  10.445  -0.632
F  21.177  17.629  6.015  -0.216
H  17.392  19.979  12.922  -0.433
H  9.976  16.011  11.139  0.579
N  22.134  18.426  12.325  0.090
H  20.152  18.623  13.071  -0.110
F  21.059  18.231  8.059  -0.264
H  16.530  19.886  15.907  0.361
H  22.719  19.348  10.570  0.320
C  18.171  14.302  14.973  0.558
C  16.436  20.265  13.362  -0.116
H  23.378  17.038  13.123  0.403
H  11.872  16.856  12.586  -0.128
C  20.381  18.193  6.905  0.473
H  23.468  20.142  12.018  0.321
C  12.055  12.464  11.430  -0.676
H  17.475  12.012  10.281  0.350
H  13.600  18.662  10.974  -0.012
H  9.719  11.453  10.215  0.316
C  21.631  17.193  11.499  -0.585
H  11.905  19.020  11.524  0.037
C  13.222  15.310  14.476  -0.928
H  12.562  11.537  11.699  0.429
H  13.766  14.418  14.784  0.308
S  19.177  15.863  15.314  1.228
C  15.830  14.046  11.317  -0.336
H  10.449  13.767  9.607  0.137
H  15.962  20.886  11.327  0.446
N  17.066  14.134  10.400  0.760
O  20.068  19.634  10.527  -0.288
O  15.899  19.188  14.049  0.182
C  13.114  20.758  11.101  -0.574
N  14.051  20.964  12.311  0.286
C  16.579  14.126  8.939  -0.767
C  11.848  20.826  13.789  -1.247
H  16.557  21.205  13.900  0.539
H  18.943  13.053  10.184  0.299
C  9.529  13.613  10.170  -0.070
H  15.298  19.254  11.860  -0.109
H  17.514  14.138  8.379  0.541
H  13.717  21.120  10.268  0.499
H  17.425  18.441  15.267  0.149
F  16.889  14.618  14.848  -0.186
C  23.197  19.202  11.539  -0.842
H  14.627  22.593  13.604  0.355
H  16.022  15.057  8.832  0.041
O  17.872  17.560  8.067  -0.696
H  8.072  11.884  10.550  0.331
H  15.405  13.105  10.968  0.319
H  11.799  12.081  10.442  0.350
C  13.769  15.655  6.577  0.444
O  11.836  13.900  7.566  -0.774
C  11.390  15.942  12.933  -0.384
H  19.517  20.671  12.199  0.294
H  16.128  13.952  12.361  0.021
C  17.924  15.388  10.775  -0.554
O  18.531  16.605  16.401  -0.773
H  14.863  22.814  11.836  0.375
C  8.946  12.182  9.971  -1.323
F  15.941  7.882  11.793  -0.217
C  8.785  14.225  12.632  -0.845
C  15.488  20.297  12.112  -0.406
S  18.734  17.032  6.981  1.145
H  15.841  18.252  15.886  0.235
H  18.532  15.091  11.630  0.350
H  8.793  14.343  9.833  0.524
H  11.628  15.232  10.999  -0.230
H  22.427  16.479  11.289  0.447
H  10.726  16.402  13.665  0.513
N  9.989  13.988  11.650  0.039
F  18.364  13.418  15.931  -0.226
H  13.400  19.274  13.514  0.391
O  14.992  10.816  9.457  -0.613
H  9.132  14.858  13.448  0.276
H  10.016  11.983  12.296  0.669
H  8.017  14.699  12.021  0.358
O  13.407  14.970  9.231  -0.555
H  20.785  16.758  12.030  0.237
H  15.261  14.965  11.174  0.123
H  21.332  17.667  10.564  0.154
O  11.608  16.197  8.183  -0.756
F  14.397  16.786  7.005  -0.181
O  12.273  14.951  13.470  -0.033
H  24.051  18.535  11.417  0.398
H  17.829  17.680  11.088  0.525
C  14.193  22.449  12.615  -1.063
H  11.624  21.850  13.491  0.254
C  10.763  12.775  12.253  -1.039
F  17.145  8.898  10.495  -0.223
H  19.428  20.136  10.018  0.199
F  15.610  7.629  9.578  -0.238
O  19.213  15.641  7.149  -0.717
H  13.195  22.886  12.570  0.481
H  12.590  15.521  15.338  0.391
H  13.814  16.203  14.274  0.193
O  18.100  17.171  5.618  -0.693
C  15.921  8.467  10.628  0.494
H  16.896  17.476  9.294  0.480
H  12.205  21.357  11.040  0.387
H  15.883  13.331  8.675  0.274
H  11.703  20.743  14.866  0.426
H  21.076  21.098  11.465  0.424
O  20.476  15.393  15.735  -0.724
H  12.782  13.266  11.308  -0.110
C  20.961  19.286  12.765  0.049
H  22.142  17.422  14.266  0.257
C  16.468  18.957  15.341  -0.854
C  20.418  20.272  11.734  -0.645


# 5
C34H31N6O6PtS | wB97M-V/def2-TZVPD

Summary:
Lowest unoccupied orbital energy (spin up / spin down) in eV: -2.895 / -4.462
Multiplicity: 5
E in eV: -71060.6517
Relative energy (zero: lowest compared OMol25 entry of this formula, charge and spin) in eV: 0.712
F_max in eV/Å: 0.29
Net charge: +1
E_HOMO (spin up / spin down) in eV: -8.34 / -10.70

Each line ends with the Mulliken spin population.
Positions of all 79 atoms, in Å:
C  -1.633  4.369  0.025  0.003
H  -1.293  1.275  -5.004  0.003
C  2.281  -0.686  3.852  0.051
C  -2.411  0.560  -3.323  -0.013
N  -0.890  2.470  -1.179  0.179
H  5.223  -3.059  4.734  0.008
C  -1.183  0.900  3.788  0.152
C  3.601  -0.350  3.515  0.129
N  1.302  1.010  2.371  0.061
O  2.482  -0.215  0.837  0.003
H  -0.853  6.256  -0.643  0.000
C  0.354  -0.952  -4.568  0.002
H  0.945  -0.224  6.175  0.009
C  1.255  0.445  1.065  -0.033
H  -2.998  -0.998  -0.509  0.004
O  2.095  -2.347  -0.292  0.000
C  0.008  -1.600  1.588  0.031
C  -4.409  -0.889  -2.135  0.006
H  0.758  -5.400  -3.348  0.000
O  2.012  -0.287  -1.580  0.219
C  -0.118  4.617  -1.813  0.007
H  -1.244  1.094  2.723  0.036
O  0.959  1.380  0.153  0.353
H  -1.044  0.135  7.559  -0.002
O  -0.185  -2.614  2.107  0.040
C  -1.613  3.007  -0.199  -0.008
C  -1.325  1.428  -3.923  0.016
H  -3.211  1.490  4.128  -0.002
H  -0.657  -0.856  -4.980  0.002
C  -0.371  -2.852  -1.475  0.012
C  0.907  0.421  -4.215  0.001
C  -3.208  -0.632  -1.507  0.000
H  -3.137  0.996  6.552  0.009
C  3.100  -2.749  4.822  -0.062
H  1.863  0.327  -3.704  0.005
C  -4.596  -0.403  -3.421  -0.001
H  3.791  0.582  3.002  0.008
H  -2.176  2.317  0.419  0.007
N  0.117  -0.576  0.922  0.084
C  4.402  -2.397  4.490  0.113
H  1.062  0.976  -5.148  0.002
H  2.902  -3.690  5.317  -0.002
C  1.183  0.200  3.511  0.320
C  0.012  0.392  4.335  -0.060
H  0.488  5.226  -2.471  0.000
H  -0.771  -2.617  -0.500  0.009
S  2.730  -1.077  -0.513  0.026
H  -5.172  -1.462  -1.629  0.001
C  0.476  -4.399  -3.052  -0.001
H  1.653  2.287  -2.600  -0.008
N  -0.171  -1.823  -2.301  0.202
H  -5.520  -0.594  -3.951  0.000
C  2.050  -1.905  4.509  0.129
N  0.022  1.228  -3.346  0.268
H  -2.229  4.778  0.828  0.001
C  -2.301  1.111  4.577  -0.081
C  0.313  -2.051  -3.531  0.010
H  0.960  -1.318  -5.397  -0.001
N  -2.240  0.079  -2.091  0.157
C  0.665  2.514  -3.010  0.035
C  0.030  0.126  5.717  0.137
C  0.662  -3.335  -3.919  0.004
H  5.658  -0.918  3.572  -0.001
C  -0.148  3.241  -1.969  -0.004
C  -2.264  0.830  5.936  0.135
H  0.794  3.131  -3.905  0.001
C  -1.090  0.340  6.497  -0.072
C  -0.081  -4.158  -1.811  0.004
O  4.135  -1.038  -0.705  0.019
H  -0.252  -4.948  -1.094  0.001
H  0.715  1.832  2.386  -0.026
C  -3.585  0.326  -4.023  0.007
Pt  -0.147  0.250  -1.315  1.416
C  4.646  -1.195  3.836  -0.059
H  -3.702  0.714  -5.026  0.002
C  -0.866  5.185  -0.795  0.000
H  1.071  -3.497  -4.907  0.001
H  -1.621  2.467  -3.767  -0.001
H  1.035  -2.200  4.745  0.001